Entry from the OMol25 dataset: C18H20N6O5 in the gas phase at a distorted geometry (wB97M-V/def2-TZVPD).

## Properties
SMILES: COC(=O)[C@@](CCCN1C(=O)c2ccccc2C1=O)(NC(C)=O)c1nnn(C)n1
E_HOMO in eV: -9.57
LUMO in eV: -0.6
HOMO-LUMO gap in Eh: 0.3304

Geometry as XYZ:
```
49
Properties=species:S:1:pos:R:3:forces:R:3
C 3.985537 -0.367531 -0.515587 0.623 0.197 0.225
N -1.617607 1.282401 -1.476852 0.231 -0.642 0.075
C -3.455735 4.171926 -0.955911 -0.375 0.650 0.011
N -1.271901 -1.171245 -0.294946 -0.044 0.568 -0.107
H -4.536793 4.034624 -0.921017 0.086 -0.007 -0.038
C -3.398251 -0.747377 0.818611 -0.127 0.336 0.228
H -5.798835 -1.496936 -1.180951 0.025 -0.001 0.045
H 7.776146 -0.021190 -0.108382 0.085 0.001 0.003
C -1.976505 -0.202894 0.514704 -0.195 -0.407 0.473
C 2.508339 -0.279402 -0.449354 -0.091 0.078 0.068
H 4.395843 -1.853373 -2.003958 -0.043 -0.071 -0.071
C -5.364981 -1.482235 -0.184365 -0.212 -0.093 0.203
H -1.629357 -0.650888 2.576714 -0.001 0.114 -0.017
H -5.271365 -2.494170 0.213346 -0.041 0.043 -0.034
C 5.873638 0.685223 0.570139 -0.174 0.024 0.025
O -2.439135 -2.908195 0.506035 -0.015 -0.377 0.159
N -2.805196 2.902085 -0.901407 0.352 -0.887 0.230
H 0.293476 -2.956989 -1.200446 0.092 -0.002 -0.061
O 3.386111 2.083546 1.921408 0.087 -0.027 0.008
H 0.941157 2.016554 1.387224 -0.040 -0.055 -0.124
H -0.532729 -0.839996 -0.900804 0.004 -0.116 0.025
H -1.574112 1.071185 2.207045 -0.074 -0.024 0.081
H -3.150616 4.780105 -0.104028 0.016 -0.049 -0.083
N -2.930439 2.063720 0.105525 -0.049 -0.292 0.471
C -1.264066 0.085198 1.858550 0.112 -0.226 0.022
C 4.808452 -1.154270 -1.293440 -0.155 0.069 0.067
C -2.175244 1.042307 -0.275801 -0.267 0.828 -0.371
H -0.700706 -4.367340 -0.741231 -0.026 0.000 0.032
C 0.885937 1.053087 0.875668 -0.195 -0.201 0.112
H 0.668745 0.083127 2.785516 0.039 -0.041 -0.010
C 6.183105 -1.011125 -1.127907 -0.060 -0.062 -0.063
C 4.512323 0.542479 0.406428 0.239 -0.457 -0.450
C 3.378983 1.228839 1.074352 -0.045 0.165 0.112
O -4.070156 -0.911310 -0.322195 0.128 0.090 -0.244
H 0.315558 1.161927 -0.049391 0.137 0.096 0.100
H 6.853758 -1.613326 -1.722195 0.059 -0.043 -0.043
H -1.165119 -3.357448 -2.113587 -0.019 -0.007 -0.098
C 6.705335 -0.109413 -0.214130 0.012 0.076 0.075
H 6.273373 1.389422 1.282835 0.039 0.073 0.074
C -1.559063 -2.484261 -0.220062 0.361 -0.289 -0.254
O 1.672848 -0.892866 -1.070806 0.005 -0.044 -0.116
N -2.025694 2.446734 -1.844733 0.058 0.821 -0.793
H 0.526206 -1.000095 1.401105 0.032 0.033 0.057
N 2.234606 0.683662 0.504441 -0.285 0.114 0.003
O -3.867183 -0.842553 1.916288 -0.080 0.047 -0.032
H -5.971408 -0.882658 0.497460 0.010 -0.064 -0.089
C 0.255591 -0.012266 1.779588 -0.105 0.199 -0.056
H -3.166888 4.653412 -1.887326 -0.012 -0.048 0.068
C -0.715996 -3.350226 -1.122166 -0.103 -0.090 0.102
```
Positions in Å, forces in eV/Å.